# 1
The following is a quantum chemistry calculation of the molecule C25H34N4O3S, from OMol25.

Each line ends with the Mulliken charge.
Element x y z (Å)
C  1.794  -2.441  3.251  -1.488
C  1.740  -0.965  3.626  0.254
C  1.393  -0.775  5.102  -0.481
C  1.392  0.698  5.525  -1.197
N  0.422  1.469  4.790  -0.038
C  -0.870  1.576  5.141  0.602
S  -1.431  1.230  6.655  -0.474
N  -1.705  2.028  4.138  -0.108
C  -3.107  2.282  4.377  -1.067
N  -1.146  2.139  2.931  -0.103
C  -1.791  2.423  1.866  -0.778
C  -1.086  2.481  0.603  0.944
C  -1.792  2.491  -0.597  -1.314
C  -1.122  2.469  -1.804  -0.789
C  0.267  2.467  -1.858  0.983
O  0.981  2.373  -3.032  -0.467
C  0.276  2.109  -4.222  -0.761
C  -0.422  0.735  -4.229  0.525
O  -1.449  0.551  -4.844  -0.652
N  0.256  -0.187  -3.517  -0.054
C  -0.126  -1.530  -3.280  0.235
C  -0.365  -2.404  -4.342  1.137
C  -0.213  -1.964  -5.763  -1.684
C  -0.728  -3.711  -4.050  -0.915
C  -0.835  -4.169  -2.746  0.578
C  -1.246  -5.583  -2.468  -1.527
C  -0.562  -3.287  -1.710  -1.332
C  -0.210  -1.970  -1.956  1.149
C  0.066  -1.032  -0.818  -1.066
C  0.996  2.522  -0.653  0.365
O  2.358  2.524  -0.543  -0.483
C  3.149  3.091  -1.566  -0.801
C  0.307  2.512  0.549  -0.239
H  2.038  -2.560  2.197  0.370
H  0.834  -2.917  3.438  0.346
H  2.550  -2.958  3.838  0.417
H  2.708  -0.503  3.419  0.275
H  0.992  -0.470  3.003  -0.096
H  0.406  -1.196  5.303  0.270
H  2.117  -1.310  5.719  0.434
H  2.376  1.142  5.354  0.389
H  1.143  0.776  6.586  0.445
H  0.601  1.641  3.807  0.191
H  -3.358  3.297  4.066  0.343
H  -3.288  2.170  5.444  0.269
H  -3.725  1.567  3.830  0.355
H  -2.866  2.600  1.831  0.425
H  -2.872  2.483  -0.592  0.402
H  -1.699  2.427  -2.713  0.396
H  1.037  2.112  -5.009  0.401
H  -0.459  2.888  -4.453  0.289
H  1.019  0.156  -2.947  0.220
H  -1.031  -1.299  -6.038  0.311
H  0.718  -1.414  -5.899  0.344
H  -0.217  -2.822  -6.431  0.432
H  -0.922  -4.392  -4.866  0.384
H  -0.958  -5.882  -1.463  0.365
H  -0.792  -6.265  -3.183  0.379
H  -2.328  -5.679  -2.554  0.297
H  -0.631  -3.630  -0.688  0.371
H  -0.580  -0.156  -0.872  0.072
H  1.101  -0.686  -0.830  0.326
H  -0.109  -1.528  0.133  0.372
H  2.725  4.031  -1.926  0.301
H  4.119  3.283  -1.109  0.337
H  3.276  2.410  -2.410  0.205
H  0.882  2.530  1.460  0.409

Output
HOMO-LUMO gap, hartree: 0.29920
HOMO, eV: -7.970
SMILES: CCCCNC(=S)N(C)/N=C/c1ccc(OCC(=O)Nc2c(C)cc(C)cc2C)c(OC)c1
2S+1: 1
E_tot, eV: -49414.9276

# 2
The following is a quantum chemistry calculation of the molecule C25H34N4O5, from OMol25.

Each line ends with the Mulliken charge.
Element x y z (Å)
C  0.383  3.188  4.948  -0.668
O  0.246  1.812  4.690  -0.399
C  0.757  1.395  3.444  -0.890
C  -0.136  1.760  2.255  1.243
C  -1.506  1.093  2.395  -0.871
N  -2.480  1.616  1.462  -0.013
C  -2.773  1.027  0.293  0.258
O  -2.283  -0.033  -0.064  -0.576
C  -3.758  1.789  -0.582  -1.022
C  -2.979  2.804  -1.435  -1.031
N  -1.706  2.230  -1.852  -0.047
C  -0.561  2.651  -1.200  0.764
O  -0.603  3.544  -0.374  -0.732
C  0.653  1.942  -1.585  0.414
C  1.880  2.354  -1.060  -0.476
C  3.036  1.685  -1.387  -0.644
C  2.966  0.570  -2.217  -0.913
C  1.762  0.136  -2.731  -0.814
C  0.585  0.833  -2.439  0.944
N  -0.631  0.473  -2.981  0.182
C  -0.736  -0.676  -3.856  -1.166
C  -0.563  -2.025  -3.136  0.815
O  0.130  -2.902  -3.614  -0.718
N  -1.276  -2.143  -2.011  0.168
C  -1.329  -3.367  -1.247  -0.965
C  -1.033  -3.111  0.235  -1.174
C  0.421  -2.810  0.471  0.742
C  0.881  -1.568  0.516  0.185
C  2.315  -1.210  0.761  0.052
C  3.100  -2.397  1.311  -1.064
C  2.788  -3.637  0.481  -0.823
C  1.317  -4.005  0.646  -0.732
C  -1.790  1.169  -2.736  0.590
O  -2.841  0.882  -3.269  -0.650
H  0.039  3.343  5.969  0.272
H  -0.222  3.800  4.270  0.258
H  1.430  3.503  4.865  0.302
H  1.763  1.814  3.291  0.464
H  0.835  0.307  3.520  0.204
H  -0.259  2.842  2.189  0.531
H  0.352  1.430  1.337  -1.064
H  -1.418  0.021  2.209  0.142
H  -1.878  1.249  3.411  0.422
H  -2.809  2.555  1.627  0.309
H  -4.243  1.070  -1.242  0.376
H  -4.509  2.302  0.017  0.506
H  -2.736  3.702  -0.863  0.530
H  -3.553  3.069  -2.324  0.371
H  1.884  3.212  -0.405  0.501
H  3.987  2.011  -0.995  0.414
H  3.868  0.031  -2.467  0.414
H  1.740  -0.747  -3.346  0.377
H  -0.005  -0.611  -4.666  0.386
H  -1.741  -0.654  -4.288  0.481
H  -1.779  -1.356  -1.619  0.012
H  -2.331  -3.802  -1.347  0.355
H  -0.602  -4.053  -1.687  0.540
H  -1.320  -3.998  0.804  0.537
H  -1.647  -2.271  0.559  0.156
H  0.202  -0.741  0.361  0.538
H  2.370  -0.363  1.451  -0.137
H  2.762  -0.882  -0.183  -0.214
H  4.169  -2.179  1.290  0.394
H  2.812  -2.578  2.349  0.372
H  2.991  -3.425  -0.571  0.308
H  3.420  -4.473  0.787  0.383
H  1.041  -4.775  -0.077  0.325
H  1.151  -4.425  1.644  0.269

Output
HOMO-LUMO gap, hartree: 0.32547
HOMO, eV: -8.666
SMILES: COCCCNC(=O)CCn1c(=O)c2ccccc2n(CC(=O)NCCC2=CCCCC2)c1=O
2S+1: 1
E_tot, eV: -42677.7915

# 3
The following is a quantum chemistry calculation of a structure of composition C25H35AuN4O3P, from OMol25.

Each line ends with the Mulliken charge.
Element x y z (Å)
Au  0.220  -0.177  -0.050  1.328
C  1.868  -0.430  2.583  -0.815
C  0.986  -1.670  2.783  -1.266
C  0.632  -2.591  1.629  1.005
C  0.666  -3.961  1.857  -0.984
C  0.198  -4.859  0.914  -0.577
C  -0.318  -4.375  -0.280  -0.904
C  -0.305  -3.018  -0.490  -0.018
N  0.166  -2.151  0.435  0.432
N  1.121  0.720  2.057  0.185
C  -0.037  1.177  2.830  -1.249
C  -1.345  0.509  2.451  0.715
C  -2.392  0.434  3.353  -1.125
C  -3.612  -0.087  2.952  -0.383
C  -3.763  -0.528  1.644  -0.895
C  -2.681  -0.449  0.797  -0.203
N  -1.497  0.061  1.190  0.284
C  1.916  1.835  1.559  -1.155
C  1.174  2.555  0.437  0.628
C  1.317  3.914  0.228  -0.943
C  0.607  4.543  -0.786  -0.542
C  -0.255  3.796  -1.576  -0.763
C  -0.355  2.441  -1.345  -0.238
N  0.352  1.840  -0.368  0.308
H  2.354  -0.196  3.536  0.472
H  2.666  -0.650  1.868  0.386
H  1.470  -2.295  3.531  0.683
H  0.040  -1.374  3.245  0.333
H  1.043  -4.318  2.806  0.550
H  0.227  -5.923  1.112  0.477
H  -0.715  -5.032  -1.040  0.524
H  -0.657  -2.587  -1.417  0.499
H  0.117  1.103  3.910  0.469
H  -0.176  2.240  2.617  0.475
H  -2.249  0.792  4.364  0.542
H  -4.436  -0.149  3.651  0.478
H  -4.699  -0.929  1.283  0.481
H  -2.746  -0.790  -0.229  0.524
H  2.163  2.566  2.335  0.475
H  2.869  1.449  1.187  0.467
H  1.967  4.481  0.882  0.573
H  0.713  5.608  -0.945  0.524
H  -0.845  4.249  -2.360  0.533
H  -1.004  1.809  -1.934  0.488
C  2.966  2.382  -2.978  -1.127
C  3.521  1.574  -1.840  0.394
O  3.082  0.164  -1.913  -0.085
P  1.792  -0.661  -1.695  -0.410
O  2.300  -2.117  -1.524  -0.041
C  3.580  -2.568  -0.923  -0.024
C  4.265  -3.491  -1.891  -1.416
O  0.852  -0.660  -2.935  -0.262
C  1.262  -1.188  -4.280  -0.132
C  1.049  -0.129  -5.322  -1.183
H  3.342  3.402  -2.893  0.451
H  1.877  2.413  -2.968  0.228
H  3.299  1.986  -3.935  0.334
H  3.245  1.949  -0.860  -0.262
H  4.604  1.495  -1.886  0.446
H  3.300  -3.066  0.004  0.266
H  4.179  -1.687  -0.699  0.334
H  3.606  -4.307  -2.186  0.311
H  5.143  -3.922  -1.410  0.449
H  4.596  -2.958  -2.782  0.332
H  0.625  -2.056  -4.430  0.342
H  2.299  -1.516  -4.207  0.303
H  0.043  0.284  -5.258  0.310
H  1.159  -0.583  -6.307  0.439
H  1.777  0.676  -5.241  0.224

Output
HOMO-LUMO gap, hartree: 0.29675
HOMO, eV: -17.891
Total charge: +3
2S+1: 1
E_tot, eV: -51553.8990

# 4
The following is a quantum chemistry calculation of a structure of composition C25H35BBrMgN8Si2, from OMol25.

Each line ends with the Mulliken charge.
Element x y z (Å)
Mg  -0.974  1.329  -0.495  1.098
C  3.129  0.520  -1.632  -1.175
C  1.759  0.351  -1.826  -0.464
N  1.070  1.007  -0.899  -0.786
N  1.977  1.602  -0.083  1.151
C  3.218  1.323  -0.512  -0.053
B  1.447  2.512  1.057  0.545
N  0.517  1.669  1.985  1.186
C  0.670  1.451  3.303  -0.054
C  -0.360  0.641  3.734  -1.317
C  -1.115  0.399  2.587  -0.386
N  -0.583  1.019  1.541  -0.831
N  0.645  3.659  0.392  0.727
C  1.023  4.915  0.092  -0.199
C  0.042  5.494  -0.684  -1.206
C  -0.915  4.489  -0.840  -0.105
N  -0.541  3.391  -0.198  -1.030
N  2.549  3.093  1.929  0.537
C  2.415  4.120  2.809  -0.365
C  3.512  4.121  3.629  -0.905
C  4.274  3.022  3.184  -0.291
N  3.684  2.401  2.180  -1.003
H  3.938  0.111  -2.210  0.471
H  1.236  -0.215  -2.582  0.317
H  4.069  1.693  0.030  0.541
H  1.505  1.870  3.839  0.325
H  -0.530  0.275  4.731  0.448
H  -2.008  -0.192  2.464  0.404
H  1.960  5.312  0.441  0.578
H  0.025  6.495  -1.076  0.436
H  -1.847  4.502  -1.381  0.500
H  1.546  4.756  2.797  0.575
H  3.735  4.809  4.426  0.427
H  5.219  2.660  3.554  0.470
Br  -7.276  -0.339  -2.486  -0.213
C  -5.501  0.155  -2.026  0.133
C  -4.538  0.249  -3.018  -0.673
C  -3.240  0.591  -2.664  0.147
C  -2.846  0.855  -1.345  -0.474
C  -3.873  0.762  -0.392  -0.152
C  -5.183  0.414  -0.706  -0.717
H  -4.802  0.049  -4.048  0.401
H  -2.510  0.634  -3.468  0.342
H  -3.660  0.957  0.658  0.262
H  -5.943  0.345  0.061  0.418
C  2.048  -1.569  1.614  -0.261
Si  1.303  -2.918  0.555  -0.274
C  2.528  -3.411  -0.785  -0.897
C  0.930  -4.408  1.637  -1.121
C  -0.276  -2.356  -0.238  -0.344
Si  -1.223  -3.154  -1.621  -0.106
C  -0.818  -4.982  -1.755  -0.972
C  -3.061  -2.933  -1.329  -0.435
C  -0.722  -2.318  -3.222  -0.663
H  2.931  -1.949  2.135  0.497
H  1.342  -1.228  2.371  -0.040
H  2.359  -0.707  1.022  -0.138
H  3.493  -3.667  -0.341  0.377
H  2.695  -2.583  -1.478  0.237
H  2.190  -4.276  -1.355  0.303
H  1.850  -4.756  2.115  0.346
H  0.514  -5.239  1.067  0.299
H  0.222  -4.152  2.427  0.304
H  -0.777  -1.483  0.188  0.712
H  -1.012  -5.515  -0.824  0.294
H  0.225  -5.143  -2.033  0.273
H  -1.438  -5.436  -2.532  0.353
H  -3.382  -3.442  -0.418  0.346
H  -3.649  -3.335  -2.157  0.323
H  -3.306  -1.873  -1.229  -0.170
H  0.335  -2.487  -3.432  0.379
H  -0.916  -1.245  -3.173  -0.047
H  -1.303  -2.711  -4.060  0.385

Output
HOMO-LUMO gap (alpha / beta), hartree: 0.32539 / 0.29353
HOMO (alpha / beta), eV: -8.328 / -8.472
⟨S²⟩: 0.753
2S+1: 2
E_tot, eV: -130338.2100